The following is a quantum chemistry calculation of a structure of composition C37H33BF12O2 at a distorted geometry, from the Open Molecules 2025 dataset.

Its total energy is -76287.193 eV. The LUMO energy comes out at -2.18 eV. As for the orbital gap: 4.20 eV. As for the HOMO energy: -6.38 eV. As for the molar mass: 748.46 Da.

Each line ends with the Mulliken charge.
CARTESIAN COORDINATES (ANGSTROEM)
1 C -4.305 1.276 0.235  -0.75
2 H -5.235 1.288 -0.316  0.48
3 H -1.268 11.025 2.141  0.18
4 C 3.286 9.290 0.961  0.72
5 H 2.316 10.025 -1.509  0.59
6 H -6.174 4.505 2.199  0.46
7 H -4.992 10.561 1.830  0.51
8 C 1.087 2.310 1.336  -0.64
9 C -2.426 9.214 3.895  1.84
10 H -0.802 0.809 1.866  0.24
11 H -5.135 9.208 2.953  0.38
12 C -3.135 5.625 1.073  1.84
13 C 1.874 9.253 0.445  -0.33
14 H -1.440 3.751 -0.519  0.54
15 C -3.295 2.151 -0.085  -0.56
16 C -0.595 5.915 0.655  0.80
17 C -3.340 8.194 4.556  -1.72
18 C 3.191 3.134 0.483  0.42
19 C -4.087 0.341 1.246  0.40
20 C 2.557 3.734 -0.605  -0.62
21 F -1.481 9.876 -2.910  -0.27
22 H 3.011 1.854 2.198  0.41
23 H 0.230 6.338 1.259  -0.14
24 C 0.394 2.854 0.213  0.21
25 C -2.358 11.192 2.172  -1.56
26 H -1.295 9.595 5.673  0.45
27 H -1.785 9.094 -0.756  0.96
28 C -3.126 9.933 2.635  1.13
29 C -5.862 5.531 0.312  -0.52
30 H -2.675 11.423 1.146  0.44
31 H -4.165 8.680 5.077  0.37
32 C -0.765 9.168 -0.409  -0.58
33 C -4.144 5.150 1.970  -0.79
34 C 0.891 8.821 1.321  -0.24
35 B -1.586 8.698 1.952  1.53
36 H 3.127 4.282 -1.349  0.51
37 H -2.687 -0.583 2.597  0.40
38 H -5.274 6.674 -1.409  0.44
39 F 4.917 3.888 1.899  -0.25
40 C -5.209 -0.522 1.717  0.86
41 H -3.769 7.497 3.828  0.18
42 C -0.448 8.831 0.920  -0.08
43 F 3.695 8.037 1.358  -0.22
44 C 1.192 3.563 -0.749  -0.42
45 C -1.778 5.502 1.435  -0.42
46 H 0.553 1.908 2.204  0.36
47 H -2.886 6.848 -0.721  0.32
48 C 2.469 2.387 1.419  -1.35
49 O -2.921 8.974 1.579  -0.78
50 C 1.554 9.653 -0.848  -0.93
51 C 4.663 3.312 0.680  0.85
52 C -0.139 10.007 -2.668  0.68
53 C -2.843 0.197 1.861  -1.38
54 H -3.822 4.815 2.960  0.52
55 H -6.912 5.438 0.005  0.43
56 H -3.456 2.915 -0.852  0.30
57 C -4.920 6.190 -0.492  -0.82
58 C -1.796 0.999 1.468  -0.72
59 H -1.039 10.774 4.385  0.36
60 C -1.025 2.937 0.078  0.16
61 C -3.595 6.303 -0.095  -0.18
62 F -4.864 -1.849 1.695  -0.27
63 F 5.311 2.103 0.661  -0.26
64 H -0.754 6.400 -0.323  0.19
65 F 4.177 9.739 0.037  -0.29
66 C -5.449 4.993 1.543  -0.97
67 F 3.366 10.125 2.052  -0.27
68 H 1.158 8.455 2.313  0.56
69 H -0.104 4.988 0.373  -1.38
70 C -2.010 2.036 0.527  1.30
71 H -1.617 5.585 2.513  0.43
72 F 0.199 11.319 -2.879  -0.26
73 C -1.793 10.160 4.884  -1.87
74 H -2.549 10.803 5.328  0.33
75 C 0.230 9.591 -1.270  0.00
76 F -5.536 -0.215 3.016  -0.26
77 H -2.791 7.613 5.302  0.46
78 F 0.529 9.263 -3.604  -0.26
79 H -4.801 10.835 3.563  0.34
80 H -2.543 12.047 2.820  0.36
81 H 0.687 4.105 -1.558  0.33
82 F -6.341 -0.383 0.971  -0.29
83 O -1.324 8.484 3.296  -0.71
84 F 5.241 4.100 -0.272  -0.28
85 C -4.604 10.140 2.754  -1.90



The following is a quantum chemistry calculation of a structure of composition C37H33BF3MoN3S2Sb, from the Open Molecules 2025 dataset.

Its spin multiplicity is 3. The net charge is +3. The expectation value of S² is 2.03. Its total energy is -82238.999 eV. The LUMO energy (spin up / spin down) comes out at -10.91 / -10.76 eV. As for the orbital gap (spin up / spin down): 5.32 / 5.48 eV. As for the HOMO energy (spin up / spin down): -16.23 / -16.24 eV. The relative energy (zero: lowest compared OMol25 entry of this formula, charge and spin) is 0.00 kJ/mol. As for the molar mass: 869.33 Da.

Each line ends with the Mulliken charge.
CARTESIAN COORDINATES (ANGSTROEM)
1 H 0.388 4.160 -1.902  0.43
2 H -3.738 1.893 1.455  0.69
3 C 0.842 -4.429 7.597  -0.64
4 H 3.434 -0.681 -1.533  0.01
5 C -2.818 5.906 -3.221  -0.67
6 C -0.668 3.408 1.264  0.50
7 H -7.117 2.439 -0.744  0.50
8 C 2.335 -3.503 5.949  -0.77
9 H -4.439 -3.170 0.412  0.31
10 H 2.910 -4.957 7.418  0.42
11 H -3.869 4.137 -2.663  0.50
12 H 3.498 1.293 -1.685  -0.01
13 C -4.975 2.317 -0.989  -0.20
14 C -1.634 -2.347 1.709  0.60
15 H -1.175 -3.699 7.557  0.43
16 H 0.666 -5.082 8.441  0.42
17 C -1.877 4.095 3.192  0.31
18 H -1.993 -2.075 6.073  0.41
19 Sb -1.899 2.115 -1.362  1.62
20 H 4.267 0.410 -0.005  -0.02
21 C -1.763 4.031 -2.165  0.40
22 F -1.489 7.739 -3.772  -0.26
23 H 0.087 4.819 2.711  0.56
24 C -2.902 2.528 1.725  -0.15
25 C -4.499 -4.251 0.500  -0.14
26 C -0.423 5.921 -2.783  -0.66
27 C -4.682 -7.021 0.659  -0.65
28 C -6.273 1.846 -1.073  -0.77
29 C -1.996 -3.783 4.012  -0.72
30 C -2.911 4.640 -2.674  -0.39
31 C 2.088 0.454 -0.324  0.10
32 H -0.361 -4.647 2.886  0.34
33 H -1.946 -5.416 2.637  0.48
34 H -0.837 -0.899 5.433  0.56
35 C 2.102 -4.356 7.022  -0.48
36 C -0.719 4.161 2.413  -0.89
37 C -1.989 -4.382 0.351  -1.51
38 C -1.250 -1.738 3.021  0.66
39 C -0.195 -3.653 7.095  -0.30
40 C -1.760 2.574 0.884  -0.73
41 H -4.752 -8.099 0.707  0.42
42 H -6.638 -4.258 0.634  0.45
43 C -4.163 0.261 -1.977  -0.82
44 N 0.986 0.529 0.109  -0.79
45 C -5.460 -0.213 -2.076  -0.79
46 H -2.543 -7.026 0.503  0.44
47 H -6.799 -6.716 0.780  0.42
48 C 0.036 -2.799 6.024  0.79
49 H -1.210 -5.140 0.263  0.45
50 H -3.086 -3.717 3.975  0.33
51 S -2.011 -1.308 0.357  0.13
52 C -5.739 -4.859 0.617  -0.80
53 C -5.830 -6.244 0.697  -0.48
54 B 3.465 0.359 -0.903  0.23
55 H -1.906 -3.700 -0.490  0.60
56 C -3.344 -5.030 0.468  0.89
57 F -1.934 4.818 4.280  -0.24
58 S -0.541 -0.167 3.028  0.04
59 C -6.491 0.586 -1.612  0.22
60 H -3.354 -0.353 -2.360  0.57
61 H 0.523 6.440 -2.861  0.48
62 F -7.733 0.135 -1.692  -0.29
63 H -3.838 3.291 3.513  0.55
64 H 0.210 3.483 0.628  0.38
65 H -1.698 -4.317 4.912  0.48
66 N -1.437 -2.417 4.102  0.16
67 H -3.682 6.414 -3.626  0.48
68 H 1.500 -2.033 4.634  0.38
69 C -1.578 6.527 -3.257  0.21
70 C -3.911 1.521 -1.427  0.21
71 C -1.087 -1.955 5.478  -1.35
72 H 3.324 -3.436 5.516  0.44
73 Mo -0.795 0.642 0.806  -0.10
74 C 1.305 -2.722 5.451  -0.23
75 N -1.676 -3.629 1.602  0.20
76 H -4.801 3.306 -0.583  0.61
77 H -5.685 -1.173 -2.521  0.56
78 C -1.435 -4.469 2.799  -0.60
79 C -2.969 3.290 2.869  -0.95
80 C -0.515 4.654 -2.242  -0.66
81 C -3.437 -6.415 0.550  -0.34



The following is a quantum chemistry calculation of a structure of composition C37H33N6NiP2 at a distorted geometry, from the Open Molecules 2025 dataset.

The net charge is +1. Its total energy is -107461.321 eV. The LUMO energy (spin up / spin down) comes out at -2.26 / -2.27 eV. As for the orbital gap (spin up / spin down): 7.79 / 7.79 eV. As for the HOMO energy (spin up / spin down): -10.06 / -10.06 eV. The relative energy (zero: lowest compared OMol25 entry of this formula, charge and spin) is 166.93 kJ/mol. As for the molar mass: 682.35 Da.

Each line ends with the Mulliken charge.
CARTESIAN COORDINATES (ANGSTROEM)
1 H 2.765 1.567 4.566  0.46
2 C -5.589 -2.829 -0.874  -0.68
3 C -1.386 -0.494 -3.621  -0.64
4 H -1.824 3.406 2.090  0.57
5 N 1.642 -0.277 0.893  -0.14
6 H 4.959 1.759 3.448  0.42
7 Ni -0.079 -0.985 0.310  0.22
8 C -3.008 1.664 -2.959  -0.83
9 P -1.673 -1.633 -1.078  0.86
10 H 0.712 1.217 3.308  0.47
11 C 1.667 1.153 1.318  1.24
12 H 3.008 1.998 -0.226  0.94
13 H -0.734 -1.319 -3.874  0.37
14 N 5.087 -2.022 -1.618  -0.39
15 C -2.901 1.742 2.917  -0.77
16 H 1.147 6.543 -1.276  0.42
17 H -2.579 2.383 -4.933  0.42
18 C 4.085 1.600 2.833  -0.52
19 C 0.151 -3.565 -1.137  0.41
20 H 5.967 -1.972 -2.097  0.20
21 H -2.228 -1.515 2.332  0.33
22 C 0.670 3.771 0.625  0.44
23 C -3.242 -3.176 0.560  -0.47
24 H -3.251 0.720 -1.055  0.48
25 H -2.324 -3.311 1.119  0.45
26 N 3.397 -1.134 -0.410  -0.42
27 N -0.841 -2.905 -1.844  0.00
28 C 1.190 5.685 1.996  -0.90
29 H 1.824 -2.973 1.597  0.50
30 C 0.772 4.579 -0.505  -0.34
31 C -2.127 -0.439 2.248  -0.07
32 H -3.583 2.362 3.482  0.40
33 H 2.854 -5.175 1.011  0.48
34 H -3.630 2.509 -2.696  0.44
35 C 1.669 1.283 2.802  -1.05
36 H 4.805 -2.899 -1.216  0.22
37 P 0.308 2.007 0.331  -0.29
38 C 3.042 1.300 0.621  -0.45
39 H -6.477 -4.138 0.570  0.40
40 C 1.664 -5.368 -0.785  -0.37
41 C 1.524 -3.530 0.720  -0.33
42 C -2.989 0.362 2.989  -0.93
43 C -1.164 0.126 1.423  -0.18
44 H -1.272 -3.417 -2.602  0.34
45 H -6.505 -2.693 -1.431  0.44
46 H -3.738 -0.099 3.618  0.41
47 C -4.431 -2.189 -1.286  -0.42
48 C -2.800 0.654 -2.039  -0.26
49 H -4.384 -4.456 1.837  0.43
50 C 2.094 -4.739 0.382  -0.94
51 C -5.573 -3.642 0.248  -0.53
52 C -1.920 2.328 2.130  -0.48
53 C 4.217 1.536 1.506  -1.11
54 C -1.602 0.519 -4.540  -0.64
55 C 4.440 -0.924 -1.176  0.32
56 H 1.529 7.530 0.958  0.40
57 C 2.775 -0.147 0.242  -0.07
58 C -2.413 1.595 -4.213  -0.58
59 C -1.061 1.520 1.404  1.58
60 C -1.999 -0.438 -2.376  0.19
61 N 0.563 -2.964 -0.017  -0.07
62 C -4.398 -3.821 0.962  -0.86
63 H 5.189 1.640 1.044  0.50
64 C 0.881 4.342 1.879  -0.13
65 H 0.800 3.736 2.770  0.47
66 H 1.353 6.115 2.975  0.42
67 H 5.647 0.322 -2.269  0.21
68 H -1.134 0.469 -5.513  0.43
69 C 0.686 -4.784 -1.564  -0.93
70 H 0.604 4.145 -1.484  0.41
71 C 1.289 6.480 0.862  -0.48
72 C 1.077 5.927 -0.390  -0.65
73 C -3.252 -2.354 -0.567  0.71
74 H 2.091 -6.315 -1.083  0.44
75 H 4.375 1.106 -1.429  0.24
76 C 2.797 1.477 3.490  -0.73
77 H -4.449 -1.559 -2.167  0.38
78 H 0.334 -5.249 -2.473  0.46
79 N 4.907 0.271 -1.591  -0.26



Question: Among the records above, which one has the lowest molar mass?
Answer: C37H33N6NiP2



Question: Number 3 is which compound?
Answer: C37H33N6NiP2



Question: Among the records above, which one has the highest total energy?
Answer: C37H33BF12O2



Question: What is the formula in the third record?
Answer: C37H33N6NiP2